Entry 1:
Molecular formula: C39H91N5O7
Method: DFT, ωB97M-V with the def2-TZVPD basis set

- frontier orbital gap (eV) = 8.638
- total charge = 0
- electronic energy (eV) = -63693.3894
- relative energy (zero: lowest compared OMol25 entry of this formula, charge and spin) (eV) = 1.651
- structure (SMILES) = CC1(C)CCCC(C)(C)N1O.CC1(C)CCCC(C)(C)N1O.CC1(C)CCCC(C)(C)N1O.COC[C@H](C)N.COC[C@H](C)N.CCO.CCO
- HOMO (eV) = -8.1

Atoms and positions in Å:
C1 9.24803 -0.26972 7.33538
C2 8.62847 0.34166 8.63808
O1 8.34879 -0.75974 9.50587
H1 8.46730 -0.77567 6.76742
H2 9.95581 -1.07083 7.54835
H3 9.67002 0.49770 6.68646
H4 7.72811 0.91510 8.41759
H5 9.38624 1.00790 9.05040
H6 9.16492 -0.97407 9.96369
C3 1.62383 -1.02885 1.57477
C4 1.97047 -1.32203 3.04808
O2 3.28994 -1.60601 3.28187
H7 1.75700 -1.91916 0.96018
H8 2.39775 -0.31058 1.30418
H9 0.61302 -0.62182 1.54838
H10 1.40492 -2.20572 3.34360
H11 1.68922 -0.49391 3.69864
H12 3.34925 -1.91951 4.18729
C5 -6.79394 -1.92037 -6.83077
C6 -5.55792 -2.51091 -7.48737
C7 -4.36325 -1.45632 -7.54215
C8 -3.66238 -1.20388 -6.19611
C9 -3.08342 -2.52597 -5.67930
C10 -4.14953 -3.68775 -5.59982
N1 -4.98037 -3.71859 -6.79336
O3 -5.86035 -4.74646 -6.68828
C11 -3.22086 -4.95979 -5.35640
C12 -4.98707 -3.43406 -4.33806
C13 -5.87536 -2.87618 -8.96570
H13 -7.58732 -2.66493 -6.76547
H14 -7.16167 -1.15858 -7.51820
H15 -6.59083 -1.51340 -5.84020
H16 -3.61955 -1.91170 -8.19609
H17 -4.54089 -0.54308 -8.11007
H18 -4.32781 -0.69888 -5.49590
H19 -2.79427 -0.54491 -6.21149
H20 -2.52324 -2.31030 -4.76948
H21 -2.27347 -2.89732 -6.30713
H22 -2.67610 -5.26452 -6.24997
H23 -2.45468 -4.63773 -4.65117
H24 -3.67749 -5.86308 -4.95186
H25 -4.43561 -3.35076 -3.40154
H26 -5.49814 -2.47185 -4.30558
H27 -5.73171 -4.21733 -4.19628
H28 -5.96232 -1.97423 -9.57152
H29 -6.74254 -3.52983 -9.05978
H30 -5.07897 -3.38478 -9.50901
H31 -5.72892 -5.26467 -7.48565
C14 -5.95228 8.76040 4.27031
C15 -4.94304 8.24099 3.27669
C16 -4.08963 9.45528 2.84534
C17 -2.92508 9.07063 1.91006
C18 -2.10240 8.01400 2.59294
C19 -2.86355 6.77947 3.17828
N2 -4.03879 7.26432 3.93741
O4 -4.68349 6.18790 4.51141
C20 -3.23412 5.70311 2.10110
C21 -1.88460 6.21544 4.27866
C22 -5.76165 7.75322 2.06149
H32 -6.35632 9.72376 3.95920
H33 -5.36630 8.94179 5.17132
H34 -6.76360 8.06023 4.46939
H35 -4.65332 10.18719 2.26685
H36 -3.82540 10.11455 3.67217
H37 -2.20766 9.87955 1.77200
H38 -3.21794 8.74822 0.91086
H39 -1.61363 8.57087 3.39238
H40 -1.34446 7.68760 1.88085
H41 -2.42986 4.96770 2.08055
H42 -4.21732 5.25477 2.24398
H43 -3.18041 6.10927 1.09103
H44 -2.32535 5.31471 4.70588
H45 -0.84810 6.00106 4.01826
H46 -1.71181 6.89534 5.11291
H47 -6.49682 8.50158 1.76552
H48 -6.36038 6.86740 2.27348
H49 -5.10751 7.52255 1.22066
H50 -4.32782 6.09538 5.39829
C23 2.66921 6.57515 -4.19244
C24 3.59504 5.31822 -4.03785
C25 2.80112 4.17556 -4.71094
C26 3.68348 2.92321 -4.91018
C27 4.93901 3.24639 -5.66868
C28 5.76769 4.50954 -5.11101
N3 4.91248 5.60616 -4.68868
O5 5.61384 6.63274 -4.12227
C29 6.83564 4.16830 -3.96559
C30 6.61730 4.98432 -6.35720
C31 3.73287 4.89422 -2.51403
H51 3.02400 7.50372 -3.74525
H52 1.77305 6.31161 -3.63071
H53 2.39190 6.80885 -5.22034
H54 1.99013 3.81531 -4.07800
H55 2.38736 4.41004 -5.69172
H56 3.16314 2.17446 -5.50744
H57 3.89923 2.46197 -3.94643
H58 4.83130 3.25396 -6.75332
H59 5.61918 2.39741 -5.60012
H60 7.47151 5.02547 -3.74415
H61 6.44732 3.84093 -3.00115
H62 7.55851 3.39962 -4.23887
H63 7.42855 4.34070 -6.69738
H64 5.99134 5.07886 -7.24451
H65 7.10246 5.93699 -6.14473
H66 4.38706 4.03571 -2.36209
H67 2.72354 4.78482 -2.11731
H68 4.08403 5.76407 -1.95892
H69 5.75505 7.19413 -4.88811
C32 0.78625 -8.70597 -0.22491
C33 -0.56526 -9.49189 -0.03001
C34 -0.80041 -10.69370 -0.95536
O6 -1.83133 -11.53304 -0.45047
C35 -1.85284 -12.83564 -0.98675
N4 -0.55435 -9.91991 1.33077
H70 0.82058 -8.28706 -1.23061
H71 1.60239 -9.39921 -0.02140
H72 0.91163 -7.86955 0.46269
H73 -1.44469 -8.87783 -0.22398
H74 0.22659 -11.05811 -0.93150
H75 -0.98127 -10.42671 -1.99657
H76 -2.26743 -12.93533 -1.98988
H77 -2.53165 -13.43409 -0.37915
H78 -0.85237 -13.26641 -1.02637
H79 -0.95032 -9.23303 1.95647
H80 -1.21116 -10.68638 1.36555
C36 1.57406 -3.74573 9.65304
C37 2.43747 -4.70033 8.94789
C38 1.69713 -5.73822 8.08354
O7 1.37776 -6.82978 8.85936
C39 0.65168 -7.86887 8.21128
N5 3.41316 -3.90757 8.19134
H81 0.92375 -3.24873 8.93320
H82 2.10990 -3.00586 10.24767
H83 0.87491 -4.24433 10.32437
H84 2.95081 -5.12744 9.80938
H85 2.35243 -6.03075 7.26311
H86 0.80035 -5.25297 7.69828
H87 1.20394 -8.35310 7.40590
H88 -0.26308 -7.41067 7.83531
H89 0.34988 -8.62289 8.93825
H90 3.91806 -3.37478 8.88511
H91 4.00642 -4.58785 7.73818

***

Entry 2:
Molecular formula: C39H99CuN5O14
Method: DFT, ωB97M-V with the def2-TZVPD basis set

- frontier orbital gap (spin up / spin down) (eV) = 7.448 / 4.934
- total charge = 0
- electronic energy (eV) = -122785.2483
- relative energy (zero: lowest compared OMol25 entry of this formula, charge and spin) (eV) = 8.798
- 2S+1 = 2
- HOMO (spin up / spin down) (eV) = -8.4 / -8.0

Atoms and positions in Å:
Cu1 0.39654 3.04550 -0.22305
C1 2.72471 3.11326 3.31650
C2 1.51690 2.46653 2.67059
O1 0.59391 3.22964 2.05797
H1 3.18726 2.18863 3.66177
H2 2.52986 3.68444 4.22418
H3 3.37448 3.68437 2.65338
H4 1.02976 2.02605 3.54051
H5 1.88227 1.65895 2.03622
C3 1.66803 -1.05742 -1.92227
C4 0.76953 -0.17313 -1.02642
C5 1.25345 -0.53781 0.37883
O2 0.70146 1.14229 -1.34681
H6 1.62303 -2.10750 -1.63346
H7 2.71550 -0.75842 -1.96083
H8 1.36659 -1.09347 -2.96914
H9 -0.21877 -0.63138 -0.98952
H10 2.28650 -0.38372 0.69053
H11 0.98886 -1.56526 0.62872
H12 0.69158 -0.00194 1.14385
C6 -2.07704 -0.75451 2.84629
O3 -2.75749 -0.24578 4.02005
C7 -2.02625 0.70172 4.67084
C8 -3.00986 1.69568 5.26127
N1 -3.73273 2.25811 4.12589
C9 -4.89209 3.09351 4.29004
C10 -6.10904 2.47034 4.81749
O4 -7.03612 3.36975 5.35682
C11 -8.12700 2.76012 5.99614
H13 -2.89690 -0.85744 2.13542
H14 -1.60115 -1.72453 2.99011
H15 -1.25523 -0.19224 2.40292
H16 -1.41616 1.30455 3.99816
H17 -1.35955 0.19692 5.36997
H18 -2.58061 2.41389 5.95985
H19 -3.77785 1.09140 5.74411
H20 -3.94910 1.43414 3.58334
H21 -5.33394 3.58253 3.42187
H22 -4.60089 3.89591 4.96789
H23 -5.72951 1.91963 5.67818
H24 -6.46200 1.81155 4.02407
H25 -8.43855 3.39010 6.82930
H26 -7.76824 1.87524 6.52187
H27 -8.91438 2.55785 5.27005
C12 1.39917 1.63443 10.82319
O5 0.81765 1.15186 9.56619
C13 1.03966 -0.22389 9.22218
C14 0.22168 -0.64399 7.99276
N2 0.25422 -2.10316 7.88928
C15 -0.34802 -2.60842 6.72950
C16 0.57513 -2.47336 5.52407
O6 0.11959 -3.25487 4.40783
C17 1.05968 -3.35919 3.37701
H28 2.22934 2.33386 10.92186
H29 1.66481 0.81776 11.49443
H30 0.54156 2.17364 11.22550
H31 0.84549 -0.89649 10.05764
H32 2.04566 -0.55724 8.96732
H33 0.46310 -0.08560 7.08831
H34 -0.76895 -0.33000 8.32165
H35 0.00109 -2.54536 8.76134
H36 -1.29195 -2.07892 6.60022
H37 -0.66263 -3.64696 6.83224
H38 1.45548 -3.02116 5.86022
H39 0.73854 -1.43827 5.22407
H40 2.01362 -3.84575 3.58039
H41 1.09330 -2.42850 2.81063
H42 0.64513 -4.03666 2.63050
C18 3.74715 5.69800 -4.69715
O7 3.08703 4.71096 -5.53026
C19 3.91966 4.16143 -6.45710
C20 3.32145 3.02854 -7.37988
N3 3.03539 1.79284 -6.59420
C21 2.21261 0.78336 -7.26001
C22 2.00055 -0.48234 -6.41719
O8 3.17677 -1.23171 -6.44827
C23 3.07393 -2.43457 -5.82129
H43 3.04893 6.31076 -4.12695
H44 4.31842 6.39393 -5.31150
H45 4.39428 5.25519 -3.94003
H46 4.83257 3.79222 -5.98979
H47 4.28662 4.90036 -7.16944
H48 4.01854 2.94609 -8.21376
H49 2.45617 3.33142 -7.96950
H50 3.96836 1.40898 -6.54617
H51 2.74383 0.37334 -8.11896
H52 1.24576 1.21886 -7.51225
H53 1.11261 -1.02110 -6.74796
H54 1.84620 -0.15156 -5.39013
H55 2.75150 -2.16594 -4.81532
H56 4.00839 -2.98512 -5.71276
H57 2.42622 -3.04792 -6.44768
C24 -0.45878 6.70718 -4.78407
O9 -1.75054 6.03815 -4.94059
C25 -2.03106 5.16280 -3.87284
C26 -1.15609 3.92832 -3.80195
N4 -0.68732 3.49611 -5.08939
C27 -1.67317 2.74760 -5.80162
C28 -1.88859 1.31694 -5.21013
O10 -0.74067 0.46218 -5.32211
C29 -1.01305 -0.88383 -4.84520
H58 0.32605 5.95817 -4.88957
H59 -0.24621 7.33540 -3.91906
H60 -0.35331 7.32311 -5.67716
H61 -3.03531 4.74395 -3.93715
H62 -2.05425 5.79486 -2.98511
H63 -1.70462 3.17055 -3.24248
H64 -0.39075 4.31421 -3.12858
H65 -0.67907 4.34800 -5.63190
H66 -1.39072 2.59305 -6.84299
H67 -2.65580 3.21229 -5.88281
H68 -2.58700 1.08045 -6.01287
H69 -2.32041 1.32890 -4.20939
H70 -0.27035 -1.59111 -5.21433
H71 -2.04737 -1.13772 -5.07722
H72 -1.03260 -0.86716 -3.75550
C30 -3.53419 -8.92601 -0.70969
O11 -2.67401 -7.80596 -0.93988
C31 -2.08179 -7.17540 0.15980
C32 -1.22845 -6.06871 -0.50901
N5 -2.04459 -4.88981 -0.88621
C33 -1.35321 -3.65823 -1.25621
C34 -2.43347 -2.66309 -1.54108
O12 -3.16140 -2.26309 -0.37540
C35 -4.24152 -1.34793 -0.66959
H73 -3.14733 -9.81106 -0.20459
H74 -4.03280 -9.16848 -1.64814
H75 -4.32895 -8.63370 -0.02339
H76 -1.40142 -7.81032 0.72731
H77 -2.87397 -6.78557 0.79900
H78 -0.37374 -6.27014 -1.15476
H79 -0.50451 -5.72654 0.23055
H80 -2.69884 -4.60458 -0.17158
H81 -0.85237 -3.75080 -2.21989
H82 -0.69057 -3.34868 -0.44801
H83 -3.20326 -2.99030 -2.23997
H84 -1.91889 -1.80435 -1.97222
H85 -4.94812 -1.81598 -1.35497
H86 -3.99478 -0.31234 -0.90363
H87 -4.72121 -1.21339 0.29989
C36 5.00057 3.18445 0.08521
C37 4.13293 2.17425 -0.74731
O13 3.96256 2.90584 -1.94930
H88 5.92182 3.55133 -0.36734
H89 5.34224 2.63601 0.96303
H90 4.53272 4.02413 0.59916
H91 3.15404 1.88241 -0.36690
H92 4.74183 1.33775 -1.09024
H93 3.63294 3.75425 -1.64408
C38 4.42378 -5.91934 -2.57783
C39 3.84346 -5.25255 -1.28222
O14 4.69133 -4.97051 -0.21221
H94 3.61876 -5.88460 -3.31188
H95 4.71351 -6.95598 -2.40595
H96 5.23661 -5.34985 -3.02848
H97 3.07275 -5.87577 -0.82866
H98 3.30048 -4.38451 -1.65608
H99 4.54729 -5.69347 0.40276

***

Entry 3:
Molecular formula: C39H99Li2N4O13
Method: DFT, ωB97M-V with the def2-TZVPD basis set

- frontier orbital gap (eV) = 3.152
- total charge = +1
- electronic energy (eV) = -75018.9320
- relative energy (zero: lowest compared OMol25 entry of this formula, charge and spin) (eV) = 8.620
- HOMO (eV) = -8.0

Atoms and positions in Å:
Li1 -5.54922 -0.13075 4.67596
Li2 -6.07120 3.08801 1.35380
C1 0.16490 1.15835 0.48953
C2 -1.30681 0.79581 0.08698
C3 -1.29235 -0.46924 -0.74968
O1 -2.23796 0.77887 1.16736
H1 0.49096 0.39198 1.19270
H2 0.26888 2.16113 0.90392
H3 0.80831 1.15750 -0.39032
H4 -1.64083 1.58894 -0.58196
H5 -2.23447 -0.47729 -1.29782
H6 -1.19504 -1.39600 -0.18425
H7 -0.55374 -0.46928 -1.55127
C4 -6.24372 -6.48210 2.60768
O2 -5.64642 -5.77270 3.72983
C5 -4.97709 -4.62584 3.30703
C6 -4.07823 -4.21231 4.52388
N1 -4.88230 -3.49513 5.51156
C7 -4.18026 -3.28216 6.73351
C8 -3.20423 -2.09461 6.62502
O3 -3.97887 -0.90864 6.45875
C9 -3.28952 0.29398 6.40953
H8 -6.81027 -7.36511 2.90334
H9 -5.42601 -6.81803 1.97004
H10 -6.87058 -5.87886 1.95098
H11 -5.68514 -3.83752 3.05149
H12 -4.32492 -4.87923 2.47121
H13 -3.25889 -3.61989 4.11668
H14 -3.65348 -5.10457 4.98383
H15 -5.59189 -4.16042 5.78354
H16 -3.59456 -4.17095 6.96825
H17 -4.95411 -3.19560 7.49623
H18 -2.47118 -2.35895 5.86288
H19 -2.69834 -1.98303 7.58404
H20 -3.92903 1.03724 5.93341
H21 -2.30656 0.21361 5.94538
H22 -3.18402 0.50401 7.47389
C10 8.33635 2.75468 14.29668
O4 9.08388 2.51550 13.09267
C11 9.73809 1.25789 12.98012
C12 10.42731 1.14520 11.62029
N2 9.45551 1.01388 10.53488
C13 10.11010 0.76241 9.29670
C14 9.03980 0.69234 8.17934
O5 8.59232 1.99781 7.81986
C15 7.66223 2.03278 6.77110
H23 7.85386 3.73077 14.24626
H24 8.93188 2.79066 15.20891
H25 7.52779 2.02991 14.39174
H26 8.98115 0.47678 13.05097
H27 10.41281 0.98203 13.79052
H28 11.05412 0.25437 11.66067
H29 11.17992 1.93308 11.58989
H30 8.74977 1.73429 10.47968
H31 10.49216 -0.25807 9.32443
H32 10.97243 1.39560 9.08795
H33 8.12817 0.16713 8.46427
H34 9.42412 0.09380 7.35342
H35 7.86427 2.95549 6.22712
H36 6.62927 2.03176 7.11909
H37 7.81077 1.21957 6.06066
C16 -6.46172 2.95144 -2.02948
O6 -6.58364 3.98869 -1.04733
C17 -6.67384 5.34301 -1.65508
C18 -6.88457 6.37626 -0.48884
N3 -5.64438 6.44336 0.30411
C19 -4.62045 7.32659 -0.22565
C20 -3.33671 7.34579 0.63760
O7 -3.62118 8.03369 1.82572
C21 -2.60466 8.09105 2.77585
H38 -7.24438 2.95428 -2.78812
H39 -6.58222 2.02082 -1.47494
H40 -5.43164 3.01281 -2.38057
H41 -7.54690 5.26433 -2.30291
H42 -5.77477 5.53480 -2.24073
H43 -7.62481 6.03861 0.23651
H44 -7.21986 7.33130 -0.89328
H45 -5.92164 6.90270 1.15982
H46 -5.05870 8.32028 -0.31858
H47 -4.32652 7.04969 -1.23810
H48 -2.49975 7.76859 0.08187
H49 -3.05097 6.30933 0.81710
H50 -2.24774 7.10336 3.06770
H51 -2.85781 8.60156 3.70502
H52 -1.76454 8.67697 2.40304
C22 -5.06817 -5.01877 -7.09035
O8 -5.17776 -4.55081 -8.48336
C23 -4.64512 -3.23587 -8.64375
C24 -4.83886 -2.64376 -10.08967
N4 -6.24614 -2.28424 -10.29421
C25 -6.41941 -2.05913 -11.71693
C26 -7.84776 -1.99911 -12.22978
O9 -8.59879 -3.15936 -11.90879
C27 -9.97598 -2.96346 -12.20732
H53 -5.37545 -6.05601 -6.95687
H54 -5.70353 -4.48618 -6.38270
H55 -4.06855 -4.89241 -6.67454
H56 -3.59966 -3.33818 -8.35283
H57 -5.13385 -2.59078 -7.91362
H58 -4.42736 -3.34321 -10.81736
H59 -4.33958 -1.67488 -10.09889
H60 -6.73022 -3.14963 -10.10222
H61 -5.99403 -2.84604 -12.33975
H62 -5.90792 -1.17169 -12.08970
H63 -7.86068 -1.93684 -13.31792
H64 -8.30556 -1.17528 -11.68223
H65 -10.56317 -3.70678 -11.66807
H66 -10.15614 -3.05456 -13.27845
H67 -10.33448 -1.99123 -11.86915
C28 3.61736 -4.94524 -4.19891
C29 4.47120 -5.39980 -5.39145
C30 3.95394 -4.94460 -6.71773
O10 5.72274 -4.86402 -5.28146
H68 2.59103 -5.31164 -4.17643
H69 3.66456 -3.86161 -4.09111
H70 4.07467 -5.39867 -3.31951
H71 4.45259 -6.48820 -5.44754
H72 4.44314 -5.43880 -7.55711
H73 4.20306 -3.89585 -6.87953
H74 2.88372 -5.08733 -6.86729
H75 5.63752 -3.91061 -5.35466
C31 9.27178 1.67682 -5.71019
C32 8.50549 1.22610 -4.48377
C33 8.14122 2.36127 -3.54306
O11 7.31587 0.67109 -5.00912
H76 8.87555 2.57964 -6.17497
H77 9.33845 0.84565 -6.41218
H78 10.26965 1.95313 -5.36959
H79 9.10682 0.47370 -3.97346
H80 9.04999 2.82851 -3.16370
H81 7.53915 2.04844 -2.68997
H82 7.61733 3.18146 -4.03389
H83 6.85308 1.38819 -5.44865
C34 4.86092 -6.98032 6.58979
C35 4.92634 -5.45109 6.46616
C36 3.72170 -4.97888 5.72194
O12 4.90399 -4.78492 7.74084
H84 5.48788 -7.35622 7.39833
H85 5.19232 -7.43353 5.65552
H86 3.86733 -7.31980 6.88243
H87 5.85031 -5.12926 5.98574
H88 3.62846 -5.48521 4.76120
H89 3.71191 -3.90979 5.50968
H90 2.77630 -5.25062 6.19148
H91 5.71416 -5.00997 8.20404
C37 -2.42441 6.68291 -7.63122
C38 -1.31559 6.02889 -6.80638
C39 -1.59760 4.52679 -6.61451
O13 -0.17251 6.24308 -7.63929
H92 -3.30166 6.91587 -7.02769
H93 -2.75610 6.12475 -8.50674
H94 -2.13373 7.68619 -7.94274
H95 -1.17416 6.41723 -5.79778
H96 -0.70580 3.97308 -6.32093
H97 -1.94656 4.12068 -7.56392
H98 -2.41104 4.38230 -5.90351
H99 -0.27073 7.14827 -7.94356